No. 1
Here is a single C3H3NO molecule from OMol25. Energies are from ωB97M-V with the def2-TZVPD basis set.

- LUMO energy: 0.614 eV
- Kohn-Sham gap: 10.888 eV
- Net charge: 0
- Energy relative to the best compared isomer or geometry (same formula, charge and spin): 48.8 kcal/mol
- Maximum force: 0.597 eV Å⁻¹
- Electronic energy: -246.01375 hartree

Each line ends with the Löwdin charge.
Element x y z (Å)
O 0.256 1.641 0.454  0.04
C -0.678 0.912 0.194  -0.24
C -0.394 -0.511 -0.135  -0.23
N 0.585 -1.228 0.801  0.17
C 1.057 -0.676 -0.210  -0.11
H -1.703 1.312 0.123  0.12
H -1.148 -1.138 -0.615  0.12
H 1.999 -0.321 -0.618  0.13

***

No. 2
Here is a molecular structure, C39H42BIN8O4PZn from OMol25. Energies are from ωB97M-V with the def2-TZVPD basis set.

- LUMO energy: -2.695 eV
- Kohn-Sham gap: 7.338 eV
- Net charge: +1
- Energy relative to the best compared isomer or geometry (same formula, charge and spin): 41.0 kcal/mol
- Maximum force: 3.623 eV Å⁻¹
- Electronic energy: -4693.55310 hartree

Each line ends with the Löwdin charge.
Element x y z (Å)
Zn -0.009 0.175 0.295  0.69
C -0.979 -2.352 5.182  -0.01
C -0.961 -2.314 3.684  -0.29
C -1.245 -3.375 2.903  0.04
C -1.117 -2.891 1.569  -0.21
N -0.718 -1.598 1.600  0.10
N -0.623 -1.267 2.907  0.03
B 0.147 -0.002 3.409  -0.44
N 1.613 -0.112 2.825  0.06
N 1.690 -0.019 1.495  0.06
C 2.927 -0.403 1.133  -0.25
C 3.696 -0.619 2.275  0.05
C 2.821 -0.470 3.335  -0.25
C 3.098 -0.702 4.753  -0.02
C 3.289 -0.538 -0.249  -0.17
C 2.473 -1.281 -1.094  -0.04
C 2.722 -1.372 -2.428  -0.07
C 3.701 -0.588 -2.989  -0.05
C 4.640 0.123 -2.151  -0.05
C 4.447 0.114 -0.761  -0.03
N -0.639 1.238 2.934  0.03
N -0.960 1.398 1.626  0.05
C -1.768 2.461 1.548  -0.20
C -2.048 2.944 2.845  0.06
C -1.289 2.115 3.710  -0.25
C -1.325 2.121 5.187  -0.02
C -2.403 2.940 0.215  -0.13
C -2.600 4.313 -0.066  -0.05
C -3.439 4.647 -1.095  -0.12
C -3.978 3.721 -1.925  -0.09
C -3.569 2.385 -1.846  -0.06
C -2.769 1.963 -0.739  -0.03
C -1.417 -3.595 0.320  -0.18
C -2.257 -3.039 -0.540  0.03
C -2.201 -3.337 -2.062  -0.12
C -1.743 -4.759 -2.350  -0.22
C -0.901 -5.370 -1.277  -0.04
C -0.710 -4.874 -0.033  0.01
H -1.162 -3.366 5.466  0.07
H 0.037 -2.148 5.590  0.09
H -1.683 -1.632 5.562  0.08
H -1.585 -4.338 3.230  0.12
H 0.093 0.148 4.619  0.11
H 4.677 -0.935 2.270  0.10
H 3.873 0.024 5.118  0.10
H 2.242 -0.434 5.369  0.07
H 3.647 -1.636 4.993  0.10
H 1.652 -1.843 -0.652  0.11
H 2.057 -1.868 -3.067  0.09
H 3.903 -0.485 -4.048  0.11
H 5.383 0.770 -2.634  0.11
H 5.067 0.566 -0.038  0.10
H -2.735 3.630 3.217  0.10
H -2.065 2.813 5.489  0.07
H -1.545 1.178 5.747  0.10
H -0.359 2.502 5.550  0.10
H -2.399 5.078 0.738  0.14
H -3.620 5.710 -1.265  0.12
H -4.692 4.003 -2.732  0.13
H -3.913 1.608 -2.482  0.10
H -2.444 0.924 -0.606  0.10
H -2.980 -2.329 -0.195  0.11
H -3.038 -2.907 -2.579  0.15
H -2.436 -5.517 -2.647  0.11
H -0.614 -6.390 -1.501  0.11
H 0.031 -5.268 0.679  0.12
I -2.195 -5.722 -5.745  0.93
C -1.595 -3.923 -4.859  -0.65
C -0.848 -4.146 -3.515  -0.23
C -0.824 -2.838 -2.693  -0.17
C -0.953 -1.600 -3.454  -0.13
C -1.551 -1.489 -4.645  0.02
C -1.883 -2.695 -5.413  -0.11
C -0.635 -0.433 -2.654  -0.47
O -0.517 0.675 -3.269  0.15
O -0.629 -0.536 -1.420  -0.01
H 0.092 -4.689 -3.729  0.14
H -0.018 -2.840 -1.965  0.14
H -1.741 -0.479 -5.021  0.13
H -2.509 -2.666 -6.359  0.12
N -0.427 3.368 -2.788  -0.02
C 0.430 4.256 -2.003  -0.25
P 1.290 3.186 -0.752  0.65
O 0.924 4.037 0.531  -0.14
O 0.776 1.793 -0.802  -0.32
C 3.085 3.190 -0.777  -0.28
N 3.536 3.283 0.634  0.00
H -0.592 3.579 -3.774  0.11
H -1.314 3.417 -2.266  0.05
H -0.284 1.487 -2.717  0.09
H -0.141 5.073 -1.601  0.09
H 1.192 4.764 -2.570  0.09
H 3.471 3.994 -1.358  0.09
H 3.294 2.251 -1.284  0.06
H 1.291 3.854 1.396  0.08
H 4.384 3.852 0.596  0.08
H 3.907 2.358 0.943  0.07

***

No. 3
Here is 2 unconnected molecules or ions with the total composition C16H34NO3S from OMol25. Energies are from ωB97M-V with the def2-TZVPD basis set.

- LUMO energy: 2.725 eV
- Kohn-Sham gap: 4.440 eV
- Net charge: -1
- Maximum force: 1.214 eV Å⁻¹
- Electronic energy: -1308.60442 hartree

Each line ends with the Löwdin charge.
Element x y z (Å)
C 1.005 -3.364 3.514  -0.12
O 1.952 -2.604 2.805  -0.17
C 1.356 -1.758 1.839  -0.16
C 0.736 -0.450 2.409  -0.30
C -0.814 -0.455 2.268  -0.15
C -1.590 -0.467 3.583  -0.27
C -3.102 -0.407 3.293  -0.54
S -3.969 -1.962 3.743  0.66
O 1.151 -0.290 3.758  -0.17
C 1.264 1.071 4.126  -0.11
H 0.377 -2.732 4.146  0.07
H 1.557 -4.020 4.185  0.08
H 0.373 -3.962 2.852  0.09
H 2.158 -1.442 1.177  0.12
H 0.636 -2.274 1.205  0.11
H 1.089 0.370 1.788  0.13
H -1.113 0.439 1.722  0.10
H -1.148 -1.294 1.662  0.11
H -1.372 -1.341 4.188  0.07
H -1.327 0.403 4.181  0.09
H -3.603 0.373 3.854  0.05
H -3.246 -0.240 2.231  0.06
H -4.325 -2.402 2.527  -0.17
H 1.263 1.108 5.214  0.08
H 0.454 1.676 3.720  0.08
H 2.233 1.462 3.802  0.09
C -0.407 2.904 -1.744  -0.05
C -0.695 1.440 -2.133  -0.53
C -1.024 1.378 -3.632  -0.16
C 0.175 1.580 -4.562  -0.19
C 1.497 1.116 -3.933  -0.16
C 1.333 0.088 -2.805  -0.56
N 0.494 0.659 -1.775  -0.20
O 0.304 -0.215 -0.696  -0.28
C 2.719 -0.139 -2.200  -0.06
C 0.841 -1.253 -3.378  -0.04
C -1.949 1.000 -1.387  -0.07
H -0.200 2.968 -0.675  0.08
H -1.259 3.563 -1.967  0.07
H 0.464 3.290 -2.276  0.06
H -1.475 0.407 -3.850  0.10
H -1.800 2.116 -3.868  0.11
H -0.007 1.030 -5.491  0.10
H 0.259 2.631 -4.852  0.10
H 2.148 0.712 -4.715  0.11
H 2.026 1.983 -3.527  0.10
H 3.078 0.777 -1.726  0.08
H 3.437 -0.430 -2.976  0.07
H 2.693 -0.926 -1.447  0.06
H 1.543 -1.634 -4.130  0.07
H -0.138 -1.171 -3.855  0.06
H 0.765 -1.997 -2.585  0.07
H -2.788 1.647 -1.667  0.07
H -1.815 1.069 -0.309  0.05
H -2.213 -0.030 -1.631  0.08